Below is a structure of composition C30H54NO4P2SSb2W, with properties calculated with ωB97M-V with the def2-TZVPD basis set.

```
! RIJCOSX wB97M-V def2-TZVPD def2/J DEFGRID3
* xyz 3 1
W 0.2315 -1.0562 -0.8199
C -0.2578 1.9130 2.6310
Sb -0.9395 0.8155 0.9618
C -1.7049 -0.6911 2.2784
C -2.6672 2.1299 0.7099
C -3.7980 1.5942 1.5051
C -4.0549 2.0994 2.7788
C -5.1374 1.6445 3.5138
C -5.9581 0.6535 2.9886
C -5.6930 0.1267 1.7330
C -4.6208 0.5933 0.9765
C -4.4083 0.1000 -0.4173
Sb -2.7332 -1.2408 -0.8578
C -3.7485 -1.7324 -2.6502
C -3.5096 -2.7309 0.4041
H 0.4192 1.3202 3.2267
H -1.1889 2.0994 3.1670
H 0.2196 2.8507 2.3512
H -2.7780 -0.5609 2.4016
H -1.2103 -0.5166 3.2305
H -1.4904 -1.7000 1.9392
H -2.8845 2.2606 -0.3468
H -2.2736 3.0574 1.1238
H -3.4298 2.8923 3.1774
H -5.3474 2.0638 4.4889
H -6.8229 0.3148 3.5434
H -6.3497 -0.6318 1.3203
H -4.3680 0.9284 -1.1300
H -5.2153 -0.5704 -0.7282
H -4.4082 -2.5418 -2.3444
H -3.1036 -2.1029 -3.4393
H -4.3306 -0.8746 -2.9679
H -4.1767 -3.3019 -0.2354
H -4.0656 -2.2377 1.1954
H -2.7560 -3.3986 0.8053
C 3.9857 -0.4117 -1.8528
P 2.3313 -0.8445 -2.4363
C 2.5606 -2.2990 -3.4693
C 2.0449 0.4867 -3.6272
C 0.5856 0.6328 -3.9850
P -0.4363 0.9432 -2.5230
C -0.2029 2.6979 -2.1699
C -2.0529 0.8863 -3.3126
H 4.5475 -0.1029 -2.7373
H 4.4870 -1.2625 -1.4005
H 3.9675 0.4046 -1.1382
H 3.4272 -2.0890 -4.0982
H 1.6820 -2.4758 -4.0867
H 2.7374 -3.1934 -2.8780
H 2.6404 0.2616 -4.5149
H 2.4453 1.4098 -3.1992
H 0.1998 -0.2725 -4.4574
H 0.4379 1.4556 -4.6884
H -0.6465 3.2651 -2.9891
H 0.8554 2.9440 -2.0976
H -0.6840 2.9879 -1.2353
H -2.0484 1.6517 -4.0906
H -2.8632 1.1062 -2.6213
H -2.2179 -0.0818 -3.7722
O 0.5898 -4.2284 -2.1658
S -0.5140 -3.4125 -1.8150
O -1.8488 -3.8900 -1.9138
O -0.2844 -2.7882 -0.2888
O -0.3488 -1.9908 -2.4960
C 2.7458 3.9679 -0.3109
C 2.7293 2.7579 0.5912
C 3.2334 2.8383 1.8836
C 3.2038 1.7479 2.7548
C 3.7663 1.8615 4.1472
C 2.6508 0.5552 2.3115
C 2.1956 0.4180 1.0023
C 2.2191 1.5348 0.1625
N 1.7136 -0.8487 0.5068
C 2.5062 -2.0965 1.0589
C 3.9262 -1.7527 1.5655
C 2.7221 -3.1392 -0.0480
C 1.6599 -2.6991 2.1758
H 3.3894 4.7444 0.0963
H 1.7485 4.4016 -0.4050
H 3.1146 3.7261 -1.3114
H 3.6633 3.7746 2.2250
H 3.5372 2.8297 4.5915
H 4.8547 1.7743 4.1144
H 3.3921 1.0756 4.8025
H 2.5896 -0.2703 3.0054
H 1.9448 1.4202 -0.8777
H 4.3674 -0.8999 1.0495
H 4.5600 -2.6169 1.3751
H 3.9719 -1.5599 2.6346
H 3.5822 -2.8835 -0.6628
H 1.8728 -3.3280 -0.7025
H 2.9494 -4.0946 0.4234
H 1.5061 -1.9996 2.9966
H 2.1819 -3.5710 2.5704
H 0.6852 -3.0273 1.8196
*
```

## Properties
- Orbital gap (alpha / beta): 0.205 / 0.205 Ha
- E_HOMO (alpha / beta): -0.595 / -0.595 Ha
- Energy above the lowest of the compared OMol25 structures with the same formula, charge and spin: 0.00 kcal/mol
- Electronic energy: -85954.0529 eV
- LUMO (alpha / beta): -10.62 / -10.63 eV

Löwdin atomic charge list, values in e, 4 entries: 1.176, -0.221, 1.370, -0.242